Version 1
The following is a DFT calculation (the ωB97M-V functional and the def2-TZVPD basis) of an isolated molecule of C3H4N2O3.

Values from the calculation:
LUMO energy = -2.01 eV
SMILES string = O=CNNC(=O)C=O

The geometry in ORCA input format:
```
! wB97M-V def2-TZVPD RIJCOSX def2/J DEFGRID3
* xyz 0 1
O 3.16 -0.63 -0.06
C 2.21 0.44 -0.13
N 0.81 0.18 -0.03
N 0.22 -0.96 0.11
C -1.18 -0.80 0.03
O -2.09 -1.67 -0.21
C -1.79 0.52 0.07
O -1.40 1.76 -0.02
H 2.19 1.73 -0.34
H 0.24 1.13 0.22
H 0.57 -1.95 0.61
H -2.94 0.26 -0.24
*
```

---

Version 2
The following is a DFT calculation (the ωB97M-V functional and the def2-TZVPD basis) of an isolated molecule of C3H4N2O3.

Values from the calculation:
LUMO energy = -0.05 eV
SMILES string = [H]/N=c1\[nH]c(O)c(O)o1

The geometry in ORCA input format:
```
! wB97M-V def2-TZVPD RIJCOSX def2/J DEFGRID3
* xyz 0 1
H -3.08 -0.58 0.04
N -2.60 0.42 -0.17
C -1.34 0.28 0.10
N -0.67 -0.99 -0.04
C 0.80 -0.47 0.24
O 1.99 -1.04 -0.04
C 0.75 0.91 0.22
O 1.50 1.94 0.01
O -0.56 1.38 0.03
H -1.05 -1.41 0.94
H 1.82 -1.96 -0.74
H 2.43 1.51 -0.59
*
```

---

It is version 1 that is the least stable of them.

---

Version 1
The following is a DFT calculation (the ωB97M-V functional and the def2-TZVPD basis) of a cluster of 2 separate species, BrH3O3Si in total.

Values from the calculation:
LUMO energy = -0.73 eV

The geometry in ORCA input format:
```
! wB97M-V def2-TZVPD RIJCOSX def2/J DEFGRID3
* xyz 0 1
O 1.18 -1.80 0.66
O -0.13 1.42 0.98
O -0.05 0.70 -1.68
Si -0.36 0.34 -0.15
Br -2.40 -0.33 0.15
H 0.69 -2.25 1.27
H 0.67 1.74 1.19
H 0.42 0.18 -2.42
*
```

---

Version 2
The following is a DFT calculation (the ωB97M-V functional and the def2-TZVPD basis) of a cluster of 2 separate species, BrH3O3Si in total.

Values from the calculation:
LUMO energy = -0.71 eV
SMILES string = O=[Si](O)Br.O

The geometry in ORCA input format:
```
! wB97M-V def2-TZVPD RIJCOSX def2/J DEFGRID3
* xyz 0 1
O 0.88 0.14 0.40
Si -0.44 0.87 0.18
O -0.94 2.21 0.88
Br -2.02 0.63 -1.38
H -0.38 2.85 1.40
O 0.73 -2.49 -0.30
H 1.11 -2.56 -1.17
H 1.06 -1.65 0.01
*
```

---

It is version 1 that is the least stable of them.

---

Version 1
The following is a DFT calculation (the ωB97M-V functional and the def2-TZVPD basis) of an isolated molecule of C5H6N4.

Values from the calculation:
LUMO energy = 0.63 eV
SMILES string = [H]/N=c1/nc2c(c[nH]1)CN2

The geometry in ORCA input format:
```
! wB97M-V def2-TZVPD RIJCOSX def2/J DEFGRID3
* xyz 0 1
H 3.62 -0.13 0.03
N 3.01 -0.93 0.06
C 1.78 -0.54 0.04
N 0.73 -1.46 -0.01
C -0.42 -0.88 0.07
C -0.83 0.51 0.09
C 0.17 1.36 0.00
N 1.44 0.84 0.04
C -2.28 0.09 0.03
N -1.72 -1.31 0.07
H 0.13 2.45 -0.07
H 2.23 1.48 -0.13
H -2.87 0.31 -0.88
H -2.86 0.34 0.97
H -2.12 -2.14 -0.34
*
```

---

Version 2
The following is a DFT calculation (the ωB97M-V functional and the def2-TZVPD basis) of an isolated molecule of C5H6N4.

Values from the calculation:
LUMO energy = -1.77 eV
SMILES string = [H]/N=C1/C=NC([C@@H]2CN2)=N1

The geometry in ORCA input format:
```
! wB97M-V def2-TZVPD RIJCOSX def2/J DEFGRID3
* xyz 0 1
H -0.90 2.08 -2.32
N -1.66 1.73 -1.76
C -1.55 0.51 -0.96
C -2.41 0.01 0.35
N -1.58 -0.48 1.21
C -0.33 -0.53 0.51
C 1.02 -1.00 0.96
C 2.10 0.09 0.68
N 1.89 -1.08 -0.30
N -0.34 -0.10 -0.81
H -3.47 -0.13 0.55
H 0.76 -1.83 1.75
H 1.83 1.12 0.22
H 3.29 0.23 1.11
H 1.34 -0.62 -1.20
*
```

---

Version 3
The following is a DFT calculation (the ωB97M-V functional and the def2-TZVPD basis) of an isolated molecule of C5H6N4.

Values from the calculation:
LUMO energy = 0.61 eV
SMILES string = C=C=Nc1cn[nH]c1N

The geometry in ORCA input format:
```
! wB97M-V def2-TZVPD RIJCOSX def2/J DEFGRID3
* xyz 0 1
C 3.61 -0.13 0.02
C 2.28 -0.23 0.07
N 1.10 0.11 0.18
C -0.21 -0.29 0.15
C -0.78 -1.66 0.04
N -2.08 -1.57 -0.13
N -2.43 -0.29 -0.01
C -1.33 0.53 0.18
N -1.51 1.91 0.09
H 3.96 0.43 -0.73
H 4.13 -0.85 0.59
H -0.46 -2.68 -0.04
H -3.31 0.13 0.26
H -2.32 2.24 -0.40
H -0.65 2.34 -0.28
*
```

---

Version 4
The following is a DFT calculation (the ωB97M-V functional and the def2-TZVPD basis) of an isolated molecule of C5H6N4.

Values from the calculation:
LUMO energy = 0.77 eV
SMILES string = [H]/N=C1/CNN=C(C#C)N1

The geometry in ORCA input format:
```
! wB97M-V def2-TZVPD RIJCOSX def2/J DEFGRID3
* xyz 0 1
H 1.68 1.55 -2.18
N 0.91 1.94 -1.68
C 0.38 1.10 -0.84
C -0.66 1.66 0.15
N -1.65 0.57 0.20
N -1.22 -0.63 0.68
C -0.02 -0.94 0.26
C 0.43 -2.21 0.83
C 0.74 -3.32 1.15
N 0.66 -0.24 -0.77
H -0.13 1.87 1.05
H -1.05 2.66 -0.21
H -2.65 0.71 0.57
H 1.03 -4.22 1.82
H 1.55 -0.51 -1.04
*
```

---

It is version 2 that is the least stable of them.

---

Version 1
The following is a DFT calculation (the ωB97M-V functional and the def2-TZVPD basis) of an isolated molecule of CH5N3OS.

Values from the calculation:
LUMO energy = 0.36 eV
SMILES string = [H]/N=C(/NO)NS

The geometry in ORCA input format:
```
! wB97M-V def2-TZVPD RIJCOSX def2/J DEFGRID3
* xyz 0 1
H 1.29 -2.29 -0.35
N 1.53 -1.32 -0.37
C 0.60 -0.47 -0.01
N 0.67 0.79 -0.59
O 0.12 1.91 0.05
N -0.68 -0.76 0.57
S -2.13 -0.27 -0.44
H 1.54 1.01 -1.03
H 0.29 1.92 1.12
H -0.77 -1.57 1.04
H -2.46 1.06 0.01
*
```

---

Version 2
The following is a DFT calculation (the ωB97M-V functional and the def2-TZVPD basis) of an isolated molecule of CH5N3OS.

Values from the calculation:
LUMO energy (spin up / spin down) = 0.41 / 0.07 eV

The geometry in ORCA input format:
```
! wB97M-V def2-TZVPD RIJCOSX def2/J DEFGRID3
* xyz 0 1
C -0.54 -0.71 0.53
N -0.97 0.66 0.14
N 0.52 -1.10 -0.47
N -0.08 1.56 -0.01
O 2.46 -0.11 0.93
S 1.89 -0.01 -0.40
H -0.01 -0.58 1.51
H -1.34 -1.39 0.54
H -1.59 0.44 -0.66
H 0.10 -0.88 -1.30
H -0.43 2.11 -0.82
*
```

---

It is version 2 that is the least stable of them.

---

Version 1
The following is a DFT calculation (the ωB97M-V functional and the def2-TZVPD basis) of a cluster of 2 separate species, C2H6O3 in total.

Values from the calculation:
LUMO energy = 0.53 eV
SMILES string = C=C(O)O.O

The geometry in ORCA input format:
```
! wB97M-V def2-TZVPD RIJCOSX def2/J DEFGRID3
* xyz 0 1
C 0.22 1.20 0.49
C -0.74 0.29 0.67
O -1.24 0.04 1.92
O -1.28 -0.44 -0.35
H 0.62 1.74 1.34
H 0.61 1.43 -0.49
H -1.94 -0.60 1.75
H -0.66 -0.38 -1.12
O 1.14 -1.03 -1.62
H 2.03 -0.66 -1.73
H 1.24 -1.58 -0.83
*
```

---

Version 2
The following is a DFT calculation (the ωB97M-V functional and the def2-TZVPD basis) of a cluster of 2 separate species, C2H6O3 in total.

Values from the calculation:
LUMO energy = 0.62 eV
SMILES string = O=CO.CO

The geometry in ORCA input format:
```
! wB97M-V def2-TZVPD RIJCOSX def2/J DEFGRID3
* xyz 0 1
O -1.56 2.39 0.54
C -1.96 1.26 0.51
O -1.35 0.26 -0.10
H -2.88 0.97 1.04
H -0.43 0.00 0.11
C 1.48 -0.56 -0.61
O 0.90 -1.00 0.68
H 0.82 -0.74 -1.45
H 2.39 -1.12 -0.79
H 1.78 0.48 -0.42
H 0.83 -1.94 0.50
*
```

---

It is version 2 that is the least stable of them.